No. 1
Density functional theory data (ωB97M-V/def2-TZVPD) for an isolated molecule of C16H10F16N2O.

XYZ file:
```
45
Properties=species:S:1:pos:R:3:mulliken_charge:R:1
F -1.222 -0.463 0.253 0.01
F 4.161 -1.606 -1.724 -0.34
F 1.234 -3.022 1.624 -0.32
F 2.172 -0.771 -1.854 -0.26
F -0.051 -2.041 -1.488 -0.29
F -1.239 -1.955 1.807 -0.31
F -0.331 -3.819 -0.287 -0.30
F 2.231 -3.444 -1.247 -0.31
F 3.433 -3.073 0.499 -0.28
F -3.791 -0.913 1.548 -0.30
F -3.021 -0.165 -1.716 -0.20
F -2.979 -3.439 0.677 -0.31
F 1.227 -0.965 0.984 -0.23
F -5.016 0.316 -1.045 -0.35
F -2.664 -2.656 -1.304 -0.27
F -5.015 -1.907 0.074 -0.32
O 4.252 -0.437 0.980 -0.65
N 3.015 1.051 -0.227 -0.12
N 0.619 1.997 -0.713 -0.28
C -2.699 -2.319 -0.008 0.48
C -1.311 -1.793 0.480 0.44
C 2.520 -2.519 -0.307 0.58
C 1.228 -2.240 0.536 0.54
C 3.099 -1.240 -0.979 0.93
C -0.617 3.100 0.985 -0.79
C -0.418 2.106 -1.525 -0.38
C -3.784 0.006 -0.625 0.24
C -1.606 2.711 -1.154 -0.68
C -0.111 -2.500 -0.230 0.60
C 3.520 -0.140 0.069 0.12
C 0.541 2.478 0.523 0.64
C 1.728 2.302 1.435 -0.61
C 3.065 2.160 0.700 -0.96
C -1.702 3.217 0.135 -0.32
C -3.843 -1.284 0.248 0.78
H -0.280 1.686 -2.512 0.45
H -2.607 3.703 0.470 0.43
H -2.424 2.789 -1.853 0.46
H -0.661 3.485 1.992 0.43
H 1.560 1.400 2.029 0.11
H 1.785 3.147 2.123 0.53
H 3.279 3.066 0.129 0.37
H -3.377 0.846 -0.037 0.14
H 3.870 1.978 1.415 0.46
H 2.228 1.169 -0.879 0.45
```

HOMO energy	-9.88	eV
energy	-65262.37600	eV
LUMO	0.355	eV
structure (SMILES)	O=C(NCCc1ccccn1)C(F)(F)C(F)(F)C(F)(F)C(F)(F)C(F)(F)C(F)(F)C(F)(F)C(F)F
gap between HOMO and LUMO	10.23	eV


No. 2
Density functional theory data (ωB97M-V/def2-TZVPD) for a structure of composition C32H42FN2O5PRuSSi.

XYZ file:
```
86
Properties=species:S:1:pos:R:3:mulliken_charge:R:1
Ru 0.615 -0.014 -0.564 0.40
S 1.472 -2.319 -0.526 -0.14
P -1.806 -1.387 0.042 1.61
Si 2.298 2.955 -1.005 0.04
F -0.643 0.888 -3.108 -0.34
O -1.433 -2.844 0.514 -0.25
O -3.380 -1.301 0.053 -0.35
O 1.988 -0.194 -2.362 -0.46
O -1.218 -1.192 -1.342 -1.31
O -1.240 -0.359 0.986 -0.32
N 2.919 -1.132 -2.385 0.32
N 0.861 1.904 -0.998 0.21
C -3.814 -3.196 -1.450 -1.44
C -0.404 2.457 -1.355 -0.29
C -5.624 -1.875 -0.333 -1.69
C 1.034 1.215 2.223 0.88
C 1.284 2.354 4.386 -0.91
C 2.819 -0.231 1.447 -0.29
C 2.112 4.021 -2.503 -1.26
C 3.848 1.967 -1.161 -0.79
C -2.796 -2.938 2.551 -1.44
C -1.165 1.893 -2.381 0.57
C -0.957 3.577 -0.723 0.25
C -0.298 -2.796 2.648 -1.38
C -2.210 4.058 -1.059 -0.97
C 4.924 -1.922 -3.361 -0.93
C -2.425 2.340 -2.723 -0.63
C 3.881 -3.128 -1.582 -0.86
C 3.919 -0.998 -3.285 -0.18
C -0.676 2.721 3.060 -1.12
C -2.957 3.427 -2.049 -0.55
C -1.405 -4.846 1.717 -1.81
C 2.402 4.052 0.487 -0.79
C -0.221 1.864 2.102 -0.80
C 4.909 -3.009 -2.484 -0.34
C -4.249 -0.824 -2.148 -1.55
C -4.263 -1.816 -0.995 1.71
C 0.086 2.980 4.223 -0.80
C 1.787 1.463 3.399 1.56
C 3.053 0.847 3.583 -1.03
C 2.847 -2.181 -1.536 0.28
C 1.596 0.347 1.220 1.28
C 3.558 0.027 2.627 -1.13
C -1.493 -3.341 1.884 1.72
H -3.263 -0.788 -2.613 0.17
H 3.606 1.047 4.495 0.38
H 4.525 -0.444 2.755 0.44
H -0.847 1.661 1.251 0.56
H 1.190 4.608 -2.471 0.33
H 3.908 1.164 -0.426 0.23
H -0.315 -1.704 2.683 0.12
H 3.445 4.349 0.638 0.41
H -0.507 -5.107 1.155 0.34
H -4.500 0.174 -1.784 0.37
H -0.285 3.660 4.978 0.40
H 2.097 3.411 -3.412 0.30
H -2.610 4.922 -0.542 0.46
H -3.810 -3.904 -0.619 0.23
H 2.057 3.564 1.400 0.10
H 1.883 2.533 5.272 0.42
H -5.894 -0.894 0.062 0.36
H -3.945 3.788 -2.305 0.43
H 3.827 -3.956 -0.889 0.52
H 5.709 -1.782 -4.089 0.41
H 3.831 -0.122 -3.908 0.51
H -2.814 -3.172 -1.890 0.20
H 2.953 4.719 -2.568 0.38
H -2.888 -1.853 2.646 0.22
H -3.657 -3.312 1.995 0.19
H 3.267 -0.877 0.713 0.27
H 5.698 -3.750 -2.511 0.41
H -0.385 4.053 0.066 0.32
H -2.958 1.837 -3.518 0.55
H -2.276 -5.225 1.178 0.35
H -1.362 -5.329 2.696 0.42
H -5.623 -2.592 0.489 0.37
H -4.512 -3.555 -2.209 0.54
H -0.326 -3.180 3.671 0.59
H -1.640 3.198 2.929 0.48
H -6.380 -2.179 -1.060 0.38
H 4.708 2.629 -1.008 0.48
H 1.815 4.964 0.343 0.33
H 0.636 -3.114 2.180 0.29
H 3.911 1.532 -2.160 -0.01
H -4.986 -1.121 -2.897 0.54
H -2.817 -3.372 3.552 0.57
```

HOMO energy (spin up / spin down)	-7.79 / -7.90	eV
<S²>	6.0335
energy	-80387.39474	eV
LUMO (spin up / spin down)	0.023 / -1.349	eV
multiplicity	5
gap between HOMO and LUMO (spin up / spin down)	7.81 / 6.55	eV